The following is a DFT calculation (wB97M-V/def2-TZVPD) of C47H35KN10O8S6 as an isolated structure.

```
! RIJCOSX wB97M-V def2-TZVPD def2/J DEFGRID3
* xyz -2 1
K 0.429 0.899 -0.420
O 1.587 -5.151 -2.958
C 1.372 -3.905 -2.417
C 0.735 -3.751 -1.195
C 0.524 -2.459 -0.730
N 0.925 -1.394 -1.411
C 1.553 -1.538 -2.572
C 1.787 -2.791 -3.129
C 1.903 -0.244 -3.363
O 2.468 -0.437 -4.461
O 1.509 0.828 -2.863
C -0.279 -2.231 0.567
O -0.239 -3.149 1.404
O -0.926 -1.154 0.617
H 1.271 -5.798 -2.319
H 0.404 -4.591 -0.594
H 2.284 -2.867 -4.084
N 3.387 2.028 2.873
C 3.038 3.096 2.120
N 2.470 3.020 0.956
C 2.223 4.273 0.448
C 2.569 5.322 1.238
S 3.277 4.730 2.705
C 1.662 4.401 -0.901
C 2.068 5.312 -1.823
S 1.196 5.064 -3.295
C 0.356 3.732 -2.541
N 0.692 3.524 -1.306
N -0.638 3.066 -3.185
H 3.501 1.133 2.383
H 4.054 2.182 3.609
H 2.425 6.371 1.046
H 2.872 6.022 -1.740
H -0.489 2.947 -4.177
H -0.889 2.178 -2.752
O -2.085 2.780 7.533
N -1.094 2.330 6.979
O -0.110 1.945 7.578
C -1.066 2.345 5.511
C -1.801 3.323 4.931
C -1.803 3.467 3.514
C -2.572 4.449 2.864
C -2.537 4.519 1.498
C -1.722 3.608 0.803
N -0.994 2.687 1.387
C -1.022 2.600 2.727
C -0.249 1.548 3.365
N 0.445 0.735 2.561
C 1.062 -0.295 3.086
C 1.038 -0.577 4.461
C 0.385 0.276 5.309
C -0.283 1.393 4.770
H -2.382 3.996 5.545
H -3.181 5.126 3.452
H -3.112 5.253 0.950
H -1.653 3.648 -0.279
H 1.601 -0.940 2.402
H 1.541 -1.460 4.831
H 0.376 0.091 6.371
O -1.674 0.737 -1.725
S -2.140 -0.675 -1.815
C -3.628 -0.770 -0.776
C -4.648 0.274 -1.072
C -5.861 -0.055 -1.674
C -6.788 0.929 -1.988
C -6.508 2.258 -1.710
C -5.302 2.594 -1.109
C -4.380 1.612 -0.786
C -2.919 -0.841 -3.466
C -2.235 0.059 -4.448
C -0.918 -0.184 -4.822
C -0.260 0.667 -5.695
C -0.939 1.752 -6.234
C -2.256 2.002 -5.870
C -2.896 1.168 -4.965
H -3.194 -0.701 0.224
H -4.018 -1.783 -0.898
H -6.078 -1.093 -1.896
H -7.727 0.656 -2.454
H -7.226 3.029 -1.958
H -5.076 3.630 -0.889
H -3.438 1.868 -0.326
H -3.988 -0.626 -3.422
H -2.777 -1.892 -3.729
H -0.379 -1.024 -4.401
H 0.790 0.488 -5.893
H -0.432 2.419 -6.923
H -2.779 2.863 -6.270
H -3.910 1.382 -4.645
S 4.183 -5.075 5.135
C 4.238 -4.124 3.755
S 4.323 -2.388 3.818
C 4.296 -2.290 2.060
N 4.255 -3.465 1.510
N 4.222 -4.476 2.459
C 4.103 -5.786 1.922
C 3.413 -5.939 0.722
C 3.317 -7.197 0.153
C 3.891 -8.299 0.769
C 4.575 -8.134 1.962
C 4.690 -6.880 2.543
S 4.376 -0.803 1.245
H 2.979 -5.069 0.250
H 2.796 -7.314 -0.789
H 3.811 -9.280 0.317
H 5.034 -8.985 2.450
H 5.222 -6.746 3.472
*
```

As for the energy above the lowest of the compared OMol25 structures with the same formula, charge and spin: 49.5 kJ/mol. The LUMO energy comes out at 2.78 eV. For the HOMO-LUMO gap, the calculation gives 5.42 eV. The calculation puts the HOMO energy at -2.6 eV. The value obtained for the total energy is -161929.1485 eV.